P) The following is a DFT calculation (ωB97M-V/def2-TZVPD) of a cluster of 2 separate species, C4H12N4O in total.

Calculated values
Kohn-Sham gap in eV: 9.89
SMILES: [H]/N=C(N)/C(N)=N\[H].CCO
Total charge: 0
LUMO level in eV: 0.73

Geometry as XYZ:
```
21
C4H12N4O ωB97M-V/def2-TZVPD
C -1.824 0.527 -0.692
C -1.956 -0.930 -0.375
O -1.154 1.315 0.408
H -1.683 1.176 1.203
H -2.796 1.007 -0.861
H -1.164 0.709 -1.535
H -2.764 -1.112 0.336
H -0.961 -1.274 0.157
H -2.127 -1.514 -1.269
C 1.203 -0.077 0.822
C 1.521 0.053 -0.648
N 1.613 0.943 1.612
N 1.827 -1.141 -1.216
N 0.627 -1.159 1.192
N 1.480 1.120 -1.337
H 1.825 -1.187 -2.221
H 1.820 1.827 1.171
H 1.248 1.005 2.550
H 1.588 -1.962 -0.684
H 0.524 -1.258 2.199
H 1.155 1.929 -0.814
```

***

Q) The following is a DFT calculation (ωB97M-V/def2-TZVPD) of an isolated molecule of C4H12N4O.

Calculated values
Kohn-Sham gap in eV: 9.44
SMILES: [H]/N=C(\C)OC(N)(N)NC
Total charge: 0
LUMO level in eV: 0.88

Geometry as XYZ:
```
21
C4H12N4O ωB97M-V/def2-TZVPD
C 0.776 -1.871 0.412
C 0.226 1.054 -2.309
N -0.213 -0.905 -0.043
C 0.479 0.889 -0.838
N 1.591 1.159 -0.241
H -0.860 -1.206 -0.762
H 2.232 1.653 -0.866
H 1.051 -2.524 -0.419
H 1.655 -1.323 0.754
H 0.357 -2.484 1.212
H 0.477 2.074 -2.603
H 0.867 0.364 -2.865
H -0.817 0.872 -2.572
C -0.783 0.155 0.864
N 0.060 0.473 1.950
N -2.062 -0.217 1.348
O -0.810 1.171 -0.088
H 0.036 -0.103 2.779
H -2.475 0.472 1.963
H 0.925 0.915 1.633
H -2.714 -0.621 0.689
```

***

R) The following is a DFT calculation (ωB97M-V/def2-TZVPD) of a cluster of 2 separate species, C4H12N4O in total.

Calculated values
Kohn-Sham gap in eV: 9.21
SMILES: CN=C(N)N.C/C=N\O
Total charge: 0
LUMO level in eV: 0.76

Geometry as XYZ:
```
21
C4H12N4O ωB97M-V/def2-TZVPD
C 1.897 -0.271 1.153
C -0.038 -1.436 0.473
N -0.630 -2.366 -0.307
N -0.797 -1.031 1.512
N 1.108 -0.920 0.108
H -0.005 -2.642 -1.056
H -1.524 -2.070 -0.685
H -1.390 -0.252 1.221
H -1.407 -1.770 1.844
H 1.308 0.415 1.769
H 2.383 -1.010 1.795
H 2.694 0.299 0.670
C 0.428 2.107 -0.718
C 0.013 0.764 -1.271
O -2.064 1.023 -0.401
N -1.257 0.375 -1.401
H -2.944 1.018 -0.813
H 0.636 0.434 -2.116
H -0.051 2.291 0.244
H 0.127 2.891 -1.417
H 1.514 2.150 -0.604
```

***

S) The following is a DFT calculation (ωB97M-V/def2-TZVPD) of a cluster of 2 separate species, C4H12N4O in total.

Calculated values
Kohn-Sham gap in eV: 9.03
SMILES: NNC(N)=O.C=CCN
Total charge: 0
LUMO level in eV: 0.92

Geometry as XYZ:
```
21
C4H12N4O ωB97M-V/def2-TZVPD
C -1.772 -0.789 0.080
C 2.083 0.455 0.448
N 2.516 -0.778 0.111
N -1.915 -0.474 -1.344
O 2.466 1.115 1.388
H 2.032 -1.245 -0.639
H 3.132 -1.258 0.747
H -2.414 0.403 -1.457
H -2.443 -1.187 -1.838
H -1.192 -1.711 0.173
H -2.763 -0.902 0.551
N 1.010 1.088 -0.470
N 0.872 0.496 -1.737
C -1.059 0.370 0.849
C -0.480 0.057 2.020
H 0.887 2.056 -0.209
H -0.040 0.042 -1.831
H 0.978 1.136 -2.519
H -1.586 1.311 0.735
H -0.329 -0.972 2.307
H 0.018 0.785 2.636
```

***

Best to worst by energy: P), Q), S), R).

***

P) The following is a DFT calculation (ωB97M-V/def2-TZVPD) of a cluster of 2 separate species, C2H5N3S2 in total.

Calculated values
Kohn-Sham gap in eV: 7.40
Total charge: 0
LUMO level in eV: -1.25

Geometry as XYZ:
```
12
C2H5N3S2 ωB97M-V/def2-TZVPD
C -0.152 0.625 -0.987
C -1.775 -1.280 -0.391
H 0.615 3.352 1.011
H -0.853 0.781 -1.917
H 0.639 -0.873 1.833
H -1.583 -2.427 -0.364
H -3.263 0.169 -1.019
N 0.420 1.654 -0.689
N -0.442 -0.578 -0.160
N -2.919 -0.845 -0.805
S 1.496 1.508 0.656
S 0.791 -1.426 0.613
```

***

Q) The following is a DFT calculation (ωB97M-V/def2-TZVPD) of a structure of composition C2H5N3S2.

Calculated values
Kohn-Sham gap in eV: 8.34
Total charge: 0
LUMO level in eV: -0.25

Geometry as XYZ:
```
12
C2H5N3S2 ωB97M-V/def2-TZVPD
C -0.449 -0.971 -0.125
C -0.678 0.248 -1.009
H 1.062 -0.932 2.640
H 0.340 -2.476 2.170
H -0.465 -2.298 -0.539
H 0.583 1.175 0.064
H -0.336 3.635 -1.281
N 0.841 -1.636 1.802
N 0.285 -0.711 0.930
N 0.183 1.303 -0.759
S -1.874 0.147 -2.125
S 0.507 2.516 -1.768
```

***

Best to worst by energy: Q), P).

***

P) The following is a DFT calculation (ωB97M-V/def2-TZVPD) of an isolated molecule of C2H5N3S2.

Calculated values
Kohn-Sham gap in eV: 8.61
SMILES: NC(=S)N/C=N\S
Total charge: 0
LUMO level in eV: 0.20

Geometry as XYZ:
```
12
C2H5N3S2 ωB97M-V/def2-TZVPD
C -1.108 -0.305 -0.057
C 0.811 1.285 0.016
H -1.138 -1.633 1.305
H 0.310 -0.886 1.478
H -0.821 1.524 -1.179
H 0.781 2.260 0.593
H 0.895 -0.991 -1.398
N -0.430 -1.172 0.691
N -0.394 0.812 -0.461
N 1.824 0.444 0.172
S -2.745 -0.368 -0.496
S 2.014 -0.970 -0.664
```

***

Q) The following is a DFT calculation (ωB97M-V/def2-TZVPD) of an isolated molecule of C2H5N3S2.

Calculated values
Kohn-Sham gap in eV: 9.18
SMILES: N/N=C\N(S)C=S
Total charge: 0
LUMO level in eV: 0.28

Geometry as XYZ:
```
12
C2H5N3S2 ωB97M-V/def2-TZVPD
C -0.115 -0.266 1.153
C 1.485 0.113 -0.705
H -2.461 -1.361 -0.642
H -0.873 -1.437 -1.122
H 0.151 -0.168 2.206
H -0.434 2.594 0.072
H 1.937 0.970 -1.225
N -1.554 -0.904 -0.517
N -1.165 -0.891 0.821
N 0.727 0.584 0.290
S 0.666 2.250 0.772
S 1.636 -1.485 -1.103
```

***

Best to worst by energy: P), Q).

***

P) The following is a DFT calculation (ωB97M-V/def2-TZVPD) of a cluster of 2 separate species, C3H10N4 in total.

Calculated values
Kohn-Sham gap in eV: 10.16
SMILES: [H]/N=C/N.N/C=C/N
Total charge: 0
LUMO level in eV: 0.96

Geometry as XYZ:
```
17
C3H10N4 ωB97M-V/def2-TZVPD
C 0.175 0.821 -1.619
C -0.544 1.663 -0.903
N -1.823 1.318 -0.352
N 1.426 1.225 -2.183
H -0.172 -0.203 -1.769
H -0.178 2.671 -0.738
H -2.552 1.531 -1.022
H -2.005 1.928 0.443
H 1.347 1.338 -3.187
H 2.129 0.508 -2.028
N 0.534 -0.546 1.594
C -0.128 -1.742 1.820
N 0.486 -2.847 1.905
H 0.111 0.007 0.858
H 1.508 -0.731 1.388
H -1.204 -1.620 1.956
H -0.159 -3.582 2.172
```

***

Q) The following is a DFT calculation (ωB97M-V/def2-TZVPD) of a cluster of 2 separate species, C3H10N4 in total.

Calculated values
Kohn-Sham gap in eV: 9.72
SMILES: [H]/N=C\N.C/N=C\N
Total charge: 0
LUMO level in eV: 1.04

Geometry as XYZ:
```
17
C3H10N4 ωB97M-V/def2-TZVPD
C 0.722 1.805 0.162
N 2.192 -0.622 -0.129
C 1.123 -0.267 -0.886
N 0.320 0.737 -0.742
H 2.297 -0.140 0.754
H 2.346 -1.621 -0.041
H 0.879 -1.013 -1.654
H 0.830 1.431 1.185
H 1.646 2.294 -0.160
H -0.060 2.569 0.161
N -2.418 -0.343 -0.242
C -1.427 -0.599 0.676
N -0.823 -1.758 0.773
H -2.254 -0.768 -1.147
H -2.659 0.639 -0.336
H -1.194 -2.393 0.061
H -1.518 0.050 1.566
```

***

R) The following is a DFT calculation (ωB97M-V/def2-TZVPD) of an isolated molecule of C3H10N4.

Calculated values
Kohn-Sham gap in eV: 7.26
Total charge: 0
LUMO level in eV: 0.87

Geometry as XYZ:
```
17
C3H10N4 ωB97M-V/def2-TZVPD
C -0.789 1.266 0.456
C 1.279 0.479 -0.475
C -0.390 -2.055 -0.746
N -2.154 1.367 0.552
N 2.239 0.480 0.564
N -0.246 0.135 0.042
N -1.033 -0.825 -0.380
H -0.180 2.101 0.761
H -2.525 1.858 1.352
H -2.591 0.476 0.330
H 2.282 -0.410 1.053
H 2.097 1.228 1.234
H 1.261 1.440 -0.987
H 1.472 -0.322 -1.184
H 0.142 -1.991 -1.708
H -1.182 -2.794 -0.870
H 0.319 -2.434 0.007
```

***

Best to worst by energy: P), Q), R).

***

P) The following is a DFT calculation (ωB97M-V/def2-TZVPD) of a cluster of 2 separate species, C3H10N4 in total.

Calculated values
Kohn-Sham gap in eV: 9.98
SMILES: [H]/N=C/NC.[H]/N=C/N
Total charge: 0
LUMO level in eV: 0.93

Geometry as XYZ:
```
17
C3H10N4 ωB97M-V/def2-TZVPD
N 0.014 -1.100 -2.867
C 0.116 -2.090 -1.873
N 1.191 -2.437 -1.319
H 0.874 -0.564 -2.880
H -0.807 -0.541 -2.824
H -0.855 -2.370 -1.582
H 0.994 -3.202 -0.697
C 0.446 2.447 1.092
N -0.076 1.146 0.762
C -0.785 0.480 1.730
N -0.962 -0.796 1.596
H 1.475 2.587 0.676
H -0.077 3.327 0.672
H 0.522 2.615 2.202
H 0.543 0.491 0.290
H -1.111 1.106 2.571
H -1.500 -1.101 2.452
```

***

Q) The following is a DFT calculation (ωB97M-V/def2-TZVPD) of an isolated molecule of C3H10N4.

Calculated values
Kohn-Sham gap in eV: 8.72
SMILES: C=C(N)NN(C)N
Total charge: 0
LUMO level in eV: 1.05

Geometry as XYZ:
```
17
C3H10N4 ωB97M-V/def2-TZVPD
C 1.912 0.684 1.074
N 0.899 -0.134 0.433
N -0.175 0.643 0.076
C -1.393 -0.015 -0.155
N 1.512 -0.555 -0.995
N -1.460 -1.300 0.362
C -2.358 0.555 -0.885
H 0.078 1.293 -0.684
H 0.827 -1.223 -1.351
H 2.383 -1.070 -0.873
H -2.395 -1.633 0.532
H -0.818 -1.458 1.125
H 2.751 0.047 1.341
H 1.478 1.106 1.980
H 2.265 1.493 0.425
H -3.305 0.069 -1.030
H -2.202 1.499 -1.374
```

***

Best to worst by energy: P), Q).

***

P) The following is a DFT calculation (ωB97M-V/def2-TZVPD) of a structure of composition C6H6N2O4.

Calculated values
Kohn-Sham gap in eV: 8.99
Total charge: 0
LUMO level in eV: -0.57

Geometry as XYZ:
```
18
C6H6N2O4 ωB97M-V/def2-TZVPD
C -1.615 1.920 0.108
C -0.240 2.057 -0.002
C -2.161 0.644 0.073
C 0.526 0.906 -0.149
C -0.131 -0.315 -0.154
C 0.832 -2.038 -0.185
N -1.424 -0.455 -0.039
N 1.958 1.021 -0.285
O 2.486 1.955 0.276
O 2.528 0.200 -0.966
O 1.337 -2.203 1.065
O -0.142 -2.911 -0.567
H -2.248 2.788 0.208
H 0.247 3.021 0.015
H -3.229 0.490 0.148
H 1.626 -1.915 -0.913
H 0.663 -2.576 1.650
H -1.011 -2.589 -0.280
```

***

Q) The following is a DFT calculation (ωB97M-V/def2-TZVPD) of an isolated molecule of C6H6N2O4.

Calculated values
Kohn-Sham gap in eV: 8.39
SMILES: CCc1o/c(=N/O)oc1N=C=O
Total charge: 0
LUMO level in eV: 0.24

Geometry as XYZ:
```
18
C6H6N2O4 ωB97M-V/def2-TZVPD
C -0.453 -0.076 -0.138
C 1.766 -0.891 0.016
C 0.469 0.915 -0.337
C 0.672 3.279 -0.600
C -2.430 -1.315 0.774
C -1.924 -0.142 -0.133
N 2.739 -1.734 0.176
N 0.108 2.242 -0.406
O 1.776 0.542 -0.401
O 0.811 4.397 -0.665
O 0.448 -1.169 0.061
O 4.039 -1.333 0.128
H -3.470 -1.393 0.540
H -2.238 -1.070 1.776
H -1.776 -2.191 0.403
H -2.469 0.737 0.110
H -2.332 -0.336 -1.217
H 4.264 -0.461 -0.087
```

***

Best to worst by energy: P), Q).

***

P) The following is a DFT calculation (ωB97M-V/def2-TZVPD) of a structure of composition C20H20AsF2NO7ReSSi.

Calculated values
Kohn-Sham gap (alpha / beta) in eV: 8.15 / 8.11
⟨S²⟩: 3.768
Total charge: 0
2S+1: 4
LUMO level (alpha / beta) in eV: -0.09 / -0.84

Geometry as XYZ:
```
54
C20H20AsF2NO7ReSSi ωB97M-V/def2-TZVPD
Re 0.141 0.080 0.323
F 5.548 0.424 -0.288
C 4.496 -0.266 0.181
C 3.225 0.248 0.016
C 2.135 -0.462 0.505
C 2.346 -1.692 1.168
C 3.649 -2.157 1.302
F 3.899 -3.320 1.938
C 4.740 -1.468 0.817
C 1.146 -2.342 1.716
C 1.076 -3.586 2.333
C -0.141 -4.035 2.818
C -1.276 -3.250 2.684
C -1.156 -2.037 2.043
N 0.020 -1.600 1.584
H 3.105 1.194 -0.497
H 5.742 -1.852 0.938
H 1.961 -4.192 2.423
H -0.202 -5.003 3.295
H -2.240 -3.578 3.043
H -2.004 -1.394 1.849
O -2.767 2.390 -1.717
As -1.767 1.002 -1.458
O -2.024 0.270 0.021
O -0.146 1.460 -1.187
C -2.092 -0.015 -3.035
C -2.706 0.637 -4.097
C -2.931 -0.042 -5.286
C -2.540 -1.365 -5.407
C -1.926 -2.015 -4.345
C -1.700 -1.349 -3.154
S -0.933 -2.272 -1.816
O -0.251 -3.367 -2.439
O -1.963 -2.583 -0.863
O 0.046 -1.269 -1.277
H -2.796 2.943 -0.921
H -3.013 1.670 -3.999
H -3.407 0.470 -6.111
H -2.706 -1.899 -6.334
H -1.605 -3.043 -4.431
C 0.247 3.347 3.750
Si 0.096 3.001 1.919
C 1.498 3.782 0.956
C -1.545 3.667 1.263
O 0.138 1.369 1.735
H 0.332 4.418 3.951
H 1.135 2.858 4.155
H -0.620 2.971 4.295
H 1.412 4.872 0.958
H 1.476 3.452 -0.085
H 2.471 3.522 1.377
H -1.797 4.630 1.711
H -2.350 2.965 1.500
H -1.477 3.813 0.182
```

***

Q) The following is a DFT calculation (ωB97M-V/def2-TZVPD) of a structure of composition C20H20AsF2NO7ReSSi.

Calculated values
Kohn-Sham gap (alpha / beta) in eV: 7.81 / 8.21
⟨S²⟩: 3.767
Total charge: 0
2S+1: 4
LUMO level (alpha / beta) in eV: -0.46 / -1.03

Geometry as XYZ:
```
54
C20H20AsF2NO7ReSSi ωB97M-V/def2-TZVPD
Re -0.143 0.170 0.059
F -2.020 -4.916 0.339
C -2.295 -3.607 0.232
C -1.253 -2.700 0.233
C -1.550 -1.348 0.121
C -2.887 -0.920 0.018
C -3.888 -1.886 0.020
F -5.182 -1.521 -0.086
C -3.622 -3.233 0.123
C -3.091 0.528 -0.087
C -4.302 1.212 -0.140
C -4.300 2.590 -0.230
C -3.100 3.287 -0.266
C -1.929 2.566 -0.208
N -1.934 1.231 -0.123
H -0.235 -3.057 0.331
H -4.419 -3.961 0.122
H -5.227 0.662 -0.107
H -5.240 3.125 -0.268
H -3.064 4.364 -0.335
H -0.954 3.037 -0.228
O 1.207 -1.830 2.557
As 0.831 -0.231 3.189
O 0.347 -0.376 4.729
O -0.268 0.439 2.058
C 2.390 0.913 3.068
C 2.857 1.318 4.312
C 3.915 2.213 4.418
C 4.516 2.718 3.280
C 4.063 2.327 2.027
C 3.006 1.437 1.926
S 2.490 1.052 0.284
O 1.293 1.894 -0.021
O 3.599 1.189 -0.594
O 1.894 -0.335 0.369
H 1.009 -2.428 3.291
H 2.370 0.925 5.196
H 4.267 2.513 5.396
H 5.343 3.411 3.359
H 4.537 2.695 1.128
C 2.180 -1.825 -2.710
Si 0.639 -0.874 -3.153
C -0.711 -2.042 -3.699
C 1.001 0.370 -4.493
O 0.108 -0.045 -1.829
H 2.567 -2.366 -3.577
H 1.979 -2.557 -1.923
H 2.966 -1.159 -2.348
H -0.415 -2.594 -4.594
H -1.630 -1.498 -3.930
H -0.942 -2.770 -2.917
H 1.371 -0.120 -5.397
H 1.758 1.084 -4.162
H 0.101 0.930 -4.757
```

***

Best to worst by energy: P), Q).

***

P) The following is a DFT calculation (ωB97M-V/def2-TZVPD) of an isolated molecule of C3H6FNS.

Calculated values
Kohn-Sham gap in eV: 9.81
SMILES: C/C(CF)=N/S
Total charge: 0
LUMO level in eV: 0.69

Geometry as XYZ:
```
12
C3H6FNS ωB97M-V/def2-TZVPD
C -0.634 1.463 0.804
C 0.224 0.211 0.217
C -0.428 -0.682 -0.737
H -0.950 1.994 -0.142
H -1.670 1.048 1.338
H 0.064 1.956 1.461
H -0.775 -1.566 -0.194
H -1.455 -0.247 -1.065
H 1.830 -1.595 -0.954
N 1.327 -0.015 0.752
F 0.345 -0.939 -1.840
S 2.122 -1.628 0.359
```

***

Q) The following is a DFT calculation (ωB97M-V/def2-TZVPD) of a cluster of 2 separate species, C3H6FNS in total.

Calculated values
Kohn-Sham gap (alpha / beta) in eV: 8.88 / 8.88
Total charge: 0
LUMO level (alpha / beta) in eV: -0.74 / -0.74

Geometry as XYZ:
```
12
C3H6FNS ωB97M-V/def2-TZVPD
C -1.382 -0.167 0.146
C 0.687 -1.256 0.287
C 0.549 1.172 -0.472
N -0.094 -0.031 0.071
F -1.976 1.996 0.191
S -2.623 -1.075 0.325
H 1.022 -1.108 1.370
H 0.139 -2.211 0.399
H 1.474 -1.458 -0.589
H -0.030 1.983 -0.266
H 1.569 1.030 0.101
H 0.667 1.125 -1.564
```

***

Best to worst by energy: P), Q).